Entry 1:
72
Properties=species:S:1:pos:R:3:mulliken_charge:R:1 method="wB97M-V/def2-TZVPD" energy_ev=-148612.0096 charge=0 e_lumo_ev=-4.51
O -1.52 -24.98 11.05 -0.474
V -1.97 -24.66 9.57 1.766
O -2.02 -23.08 9.45 -0.461
As 2.62 -24.05 7.87 2.015
F 1.05 -24.79 8.44 -0.491
F 2.40 -24.65 6.18 -0.474
F 4.19 -23.24 7.36 -0.523
F 2.87 -23.52 9.60 -0.496
F 3.48 -25.67 8.15 -0.507
F 1.65 -22.56 7.61 -0.477
C 8.18 -16.27 9.70 -0.735
O 8.30 -17.09 8.46 -0.323
C 9.41 -17.97 8.46 -0.446
C 9.74 -18.76 7.18 -0.583
O 8.87 -19.86 6.84 -0.301
C 7.65 -19.51 6.24 -0.653
H 7.31 -15.62 9.75 0.274
H 8.99 -15.55 9.86 0.303
H 8.08 -16.96 10.54 0.295
H 9.36 -18.74 9.24 0.337
H 10.30 -17.40 8.72 0.391
H 10.77 -19.12 7.27 0.293
H 9.70 -18.21 6.24 0.374
H 6.95 -19.08 6.96 0.256
H 7.19 -20.47 6.02 0.206
H 7.85 -18.94 5.32 0.310
C 5.26 -16.59 14.55 -0.718
O 5.68 -17.81 13.93 -0.299
C 4.86 -18.95 14.06 -0.510
C 3.41 -18.75 13.30 -0.576
O 3.38 -18.03 12.10 -0.353
C 4.11 -18.63 11.06 -0.687
H 4.38 -16.09 14.14 0.276
H 6.08 -15.87 14.54 0.256
H 5.17 -16.82 15.61 0.312
H 4.75 -19.22 15.11 0.380
H 5.35 -19.79 13.57 0.290
H 2.77 -18.18 13.97 0.364
H 2.90 -19.71 13.26 0.426
H 3.69 -18.30 10.11 0.256
H 4.00 -19.71 11.04 0.348
H 5.16 -18.39 11.22 0.238
C -1.00 -28.50 9.07 -0.807
O -1.82 -27.56 8.45 -0.246
C -1.81 -27.69 7.01 -0.508
C -2.81 -26.69 6.36 -0.584
O -2.64 -25.28 6.58 -0.265
C -3.63 -24.39 5.97 -0.749
H 0.02 -28.47 8.69 0.360
H -1.37 -29.53 9.09 0.287
H -0.93 -28.13 10.09 0.260
H -2.24 -28.68 6.84 0.346
H -0.83 -27.55 6.56 0.397
H -3.83 -27.03 6.58 0.371
H -2.59 -26.75 5.30 0.362
H -3.50 -23.44 6.48 0.249
H -4.68 -24.67 6.11 0.351
H -3.49 -24.33 4.89 0.296
C 9.08 -24.13 8.66 -1.228
C 10.27 -25.17 8.59 -0.144
O 11.45 -24.61 8.17 -0.178
C 12.51 -25.32 7.95 0.383
O 12.57 -26.58 8.17 -0.588
C 13.79 -24.47 7.72 0.859
F 13.56 -23.18 7.52 -0.224
F 14.58 -24.72 8.79 -0.240
F 14.34 -24.93 6.64 -0.246
H 8.20 -24.64 9.06 0.383
H 8.89 -23.77 7.65 0.316
H 9.19 -23.19 9.19 0.341
H 9.98 -25.92 7.86 0.291
H 10.38 -25.55 9.61 0.278

Entry 2:
19
Properties=species:S:1:pos:R:3:nbo_charge:R:1 method="wB97M-V/def2-TZVPD" energy_ev=-33064.9245 charge=-1 e_lumo_ev=3.51 smiles="C[C@H](O)[C@@H](N)S[P@@](=O)([O-])O"
C 1.71 0.21 1.25 -0.614
C 0.63 -0.58 0.46 0.027
O 1.16 -1.83 0.36 -0.739
C 0.33 0.23 -0.81 -0.169
N 1.48 0.07 -1.77 -0.879
S -1.15 -0.39 -1.75 -0.265
P -2.35 0.28 0.10 2.220
O -2.42 -0.92 1.00 -1.168
O -1.85 1.57 0.65 -1.174
O -3.82 0.48 -0.54 -0.994
H 1.49 0.17 2.24 0.204
H 1.89 1.21 0.78 0.194
H 2.59 -0.43 1.10 0.201
H -0.31 -0.39 1.03 0.227
H 0.44 -2.54 0.24 0.494
H 0.14 1.29 -0.61 0.230
H 1.98 0.94 -1.64 0.355
H 1.89 -0.80 -1.54 0.368
H -3.83 1.42 -0.55 0.482

Entry 3:
67
Properties=species:S:1:pos:R:3:nbo_charge:R:1 method="wB97M-V/def2-TZVPD" energy_ev=-152179.2122 charge=-1 e_lumo_ev=2.45
Y 0.70 0.20 0.57 1.347
S 2.69 -1.65 -0.07 -0.310
C 2.03 -2.98 -0.98 -0.166
C 2.77 -4.17 -1.06 -0.233
C 2.29 -5.28 -1.73 -0.201
C 1.05 -5.25 -2.37 -0.276
C 0.32 -4.08 -2.32 -0.227
C 0.79 -2.96 -1.65 -0.169
S -0.21 -1.50 -1.68 0.276
C 0.58 -0.64 -3.07 -0.572
C -0.08 0.69 -3.23 0.251
C -0.11 1.34 -4.46 -0.259
C -0.67 2.60 -4.52 -0.150
C -1.18 3.18 -3.37 -0.261
C -1.11 2.46 -2.19 0.238
C -1.57 3.05 -0.88 -0.572
S -0.19 3.10 0.29 0.339
C 1.00 3.92 -0.75 -0.151
C 0.79 5.27 -1.04 -0.235
C 1.63 5.97 -1.88 -0.262
C 2.73 5.30 -2.43 -0.209
C 2.95 3.97 -2.13 -0.222
C 2.10 3.24 -1.28 -0.170
S 2.51 1.55 -0.98 -0.352
N -0.58 1.24 -2.12 -0.455
H 3.72 -4.21 -0.55 0.219
H 2.89 -6.18 -1.76 0.204
H 0.67 -6.12 -2.89 0.205
H -0.65 -4.02 -2.81 0.212
H 0.49 -1.24 -3.98 0.221
H 1.63 -0.50 -2.82 0.277
H 0.31 0.86 -5.33 0.214
H -0.70 3.14 -5.46 0.211
H -1.59 4.18 -3.37 0.217
H -2.32 2.41 -0.40 0.275
H -1.98 4.04 -1.03 0.214
H -0.06 5.77 -0.58 0.208
H 1.46 7.01 -2.10 0.202
H 3.41 5.82 -3.09 0.201
H 3.81 3.46 -2.54 0.216
O 1.11 1.57 2.44 -0.717
C 0.63 0.60 3.09 0.734
O 0.98 -0.58 2.81 -0.720
C -0.56 0.83 3.96 -0.090
C -0.46 1.05 5.33 -0.212
C -1.61 1.25 6.09 -0.250
C -2.84 1.24 5.46 -0.216
C -2.94 1.02 4.10 -0.231
C -1.81 0.81 3.31 -0.134
S -1.98 0.49 1.58 -0.411
H 0.52 1.06 5.79 0.209
H -1.53 1.43 7.15 0.201
H -3.75 1.39 6.04 0.199
H -3.91 1.00 3.62 0.212
C -2.28 -3.39 0.57 -0.966
As -0.63 -2.72 1.40 0.998
C -1.25 -2.70 3.24 -0.948
C 0.32 -4.44 1.50 -0.962
H -2.66 -4.25 1.12 0.205
H -2.08 -3.68 -0.46 0.220
H -3.02 -2.59 0.58 0.238
H -1.72 -3.65 3.48 0.198
H -1.97 -1.89 3.37 0.241
H -0.40 -2.52 3.90 0.241
H -0.25 -5.14 2.11 0.203
H 1.30 -4.28 1.94 0.235
H 0.46 -4.85 0.50 0.228

Which of these has the highest charge? C16H35AsF9O10V

What is the charge in the second record? -1